DFT (ωB97M-V/def2-TZVPD) results for a cluster of 3 separate species, CH8N2O3 in total.

CARTESIAN COORDINATES (ANGSTROEM)
N1 -0.220 1.385 0.599
C1 0.757 0.519 1.144
N2 1.233 -0.579 0.483
O1 1.050 0.543 2.341
H1 -0.142 1.893 -0.274
H2 -0.543 1.968 1.395
H3 1.829 -0.888 1.195
H4 0.922 -1.415 -0.060
O2 -2.207 -0.068 -1.372
H5 -2.360 0.665 -0.694
H6 -2.934 -0.610 -1.029
O3 0.115 -1.532 -2.281
H7 -0.573 -1.116 -1.746
H8 0.502 -0.796 -2.730

Output
HOMO = -0.3557 Eh
Molar mass = 96.09 g mol⁻¹
HOMO-LUMO gap = 0.369 Eh
Calculated total energy = -378.12972 Eh
Multiplicity = 1


DFT (ωB97M-V/def2-TZVPD) results for the molecule C13H15F3N2O3.

CARTESIAN COORDINATES (ANGSTROEM)
C1 -3.644 -1.915 -1.642
C2 -2.777 -1.564 -0.463
C3 -3.325 -0.192 0.156
C4 -2.719 0.046 1.462
N1 -1.371 0.283 1.118
C5 -1.037 1.642 1.461
O1 -1.712 2.503 2.059
N2 0.341 1.979 0.910
C6 1.012 1.373 -0.143
C7 0.280 1.772 -1.276
F1 0.281 3.106 -1.559
F2 1.064 1.237 -2.266
F3 -0.827 1.321 -1.782
O2 2.410 1.808 -0.100
C8 3.158 0.974 0.084
C9 4.484 0.845 0.017
C10 5.203 -0.684 0.167
C11 4.444 -1.568 0.418
C12 3.022 -1.638 0.197
C13 2.387 -0.418 0.291
O3 1.153 -0.217 0.120
H1 -3.315 -2.949 -2.195
H2 -3.651 -1.177 -2.451
H3 -4.706 -1.876 -1.469
H4 -1.910 -1.436 -0.839
H5 -2.967 -2.339 0.275
H6 -3.350 0.510 -0.445
H7 -4.535 -0.310 0.346
H8 -3.224 1.096 1.929
H9 -2.879 -0.808 2.289
H10 -0.781 -0.404 0.838
H11 0.724 2.942 1.181
H12 5.122 1.647 -0.053
H13 6.226 -0.519 0.443
H14 5.021 -2.500 0.440
H15 2.397 -2.568 0.480

Output
HOMO = -0.3167 Eh
Molar mass = 304.27 g mol⁻¹
HOMO-LUMO gap = 0.327 Eh
Calculated total energy = -1138.84467 Eh
Multiplicity = 1


DFT (ωB97M-V/def2-TZVPD) results for the ion C5H6N with charge +1.

CARTESIAN COORDINATES (ANGSTROEM)
C1 1.550 -0.535 0.069
C2 2.794 -0.201 0.009
C3 -0.845 -0.949 -0.079
C4 2.134 1.029 0.024
C5 -2.070 -0.142 0.040
N1 0.320 -0.505 -0.088
H1 -0.996 -2.063 -0.083
H2 2.054 1.631 0.956
H3 1.973 1.563 -0.990
H4 -1.543 0.825 0.128
H5 -2.557 -0.191 -0.846
H6 -2.815 -0.462 0.860

Output
HOMO (spin up / spin down) = -0.4699 / -0.5607 Eh
Molar mass = 80.11 g mol⁻¹
Total charge = +1
HOMO-LUMO gap (spin up / spin down) = 0.251 / 0.243 Eh
Calculated total energy = -248.28940 Eh
Multiplicity = 3


DFT (ωB97M-V/def2-TZVPD) results for a structure of composition C35H74O28P2.

CARTESIAN COORDINATES (ANGSTROEM)
C1 -2.898 3.895 -0.636
C2 -1.550 3.888 0.073
O1 -0.556 3.397 -0.853
P1 0.946 3.933 -0.676
O2 1.114 4.834 0.478
C3 2.027 2.489 -0.587
C4 3.337 2.676 -1.374
P2 3.286 2.349 -3.215
C5 1.650 1.609 -3.646
C6 1.832 0.765 -4.921
C7 0.527 0.371 -5.617
C8 -0.384 -0.556 -4.786
O3 0.363 -1.307 -3.852
C9 -0.379 -2.352 -3.263
O4 1.334 4.591 -2.080
C10 0.597 5.782 -2.451
C11 -0.464 5.465 -3.507
H1 -3.601 4.504 -0.063
H2 -2.771 4.330 -1.627
H3 -3.313 2.895 -0.725
H4 -1.586 3.223 0.937
H5 -1.320 4.895 0.411
H6 2.271 2.423 0.477
H7 1.500 1.575 -0.856
H8 4.098 2.023 -0.944
H9 3.688 3.700 -1.256
H10 4.130 1.225 -3.387
H11 0.971 2.439 -3.846
H12 1.230 0.973 -2.868
H13 2.435 1.331 -5.638
H14 2.396 -0.133 -4.664
H15 0.738 -0.114 -6.573
H16 -0.053 1.269 -5.851
H17 -0.925 -1.235 -5.461
H18 -1.158 0.021 -4.257
H19 -0.842 -2.999 -4.019
H20 0.293 -2.961 -2.661
H21 -1.181 -1.957 -2.628
H22 1.340 6.446 -2.889
H23 0.184 6.264 -1.565
H24 -0.491 6.265 -4.247
H25 -1.461 5.391 -3.073
H26 -0.231 4.515 -3.984
C12 -5.037 -0.770 -1.377
O5 -5.594 -1.959 -0.829
C13 -4.925 -3.086 -1.045
O6 -3.831 -3.198 -1.518
O7 -5.732 -4.077 -0.692
C14 -5.259 -5.395 -0.976
H27 -5.727 0.032 -1.132
H28 -4.055 -0.542 -0.966
H29 -4.973 -0.869 -2.460
H30 -4.326 -5.602 -0.455
H31 -5.127 -5.523 -2.049
H32 -6.022 -6.082 -0.626
C15 -6.841 2.518 1.157
O8 -6.635 3.874 1.539
C16 -5.449 4.429 1.333
O9 -4.468 3.931 0.837
O10 -5.534 5.697 1.749
C17 -4.329 6.452 1.597
H33 -7.892 2.332 1.356
H34 -6.652 2.378 0.093
H35 -6.236 1.830 1.743
H36 -4.041 6.511 0.550
H37 -3.524 6.009 2.182
H38 -4.549 7.447 1.973
C18 -0.544 -5.710 1.043
O11 -0.062 -7.054 0.937
C19 -1.021 -7.979 0.946
O12 -2.202 -7.762 1.048
O13 -0.455 -9.178 0.808
C20 -1.381 -10.267 0.793
H39 0.333 -5.072 1.016
H40 -1.196 -5.468 0.206
H41 -1.077 -5.565 1.981
H42 -2.072 -10.173 -0.043
H43 -1.935 -10.313 1.729
H44 -0.786 -11.167 0.676
C21 3.413 -1.459 -1.608
O14 2.786 -1.598 -0.327
C22 3.591 -2.149 0.586
O15 4.728 -2.489 0.400
O16 2.925 -2.251 1.733
C23 3.692 -2.828 2.798
H45 2.687 -1.006 -2.280
H46 4.293 -0.820 -1.547
H47 3.690 -2.438 -1.994
H48 4.567 -2.220 3.014
H49 4.001 -3.839 2.542
H50 3.035 -2.851 3.662
C24 -1.453 3.252 2.230
O17 -1.690 3.544 3.614
C25 -0.647 4.053 4.261
O18 0.433 4.296 3.788
O19 -1.003 4.258 5.531
C26 0.028 4.818 6.345
H51 -2.390 2.874 1.835
H52 -1.179 4.156 1.692
H53 -0.674 2.500 2.116
H54 0.325 5.796 5.971
H55 0.890 4.155 6.384
H56 -0.386 4.928 7.343
C27 9.352 3.838 -0.379
O20 7.998 3.382 -0.434
C28 7.761 2.288 0.286
O21 8.567 1.688 0.945
O22 6.474 1.973 0.149
C29 6.074 0.806 0.871
H57 9.397 4.725 -1.004
H58 9.630 4.094 0.641
H59 10.028 3.079 -0.769
H60 6.221 0.943 1.941
H61 6.620 -0.069 0.525
H62 5.014 0.667 0.670
C30 3.766 1.696 6.069
O23 3.514 1.961 7.452
C31 4.552 2.485 8.102
O24 5.627 2.736 7.629
O25 4.190 2.682 9.369
C32 5.217 3.245 10.189
H63 2.850 1.279 5.659
H64 4.008 2.616 5.540
H65 4.575 0.977 5.958
H66 5.516 4.222 9.814
H67 6.080 2.584 10.231
H68 4.788 3.349 11.181
C33 -6.967 -9.494 -5.577
O26 -6.452 -8.325 -4.935
C34 -5.125 -8.222 -4.972
O27 -4.370 -9.006 -5.482
O28 -4.778 -7.099 -4.345
C35 -3.368 -6.859 -4.309
H69 -8.046 -9.446 -5.470
H70 -6.703 -9.500 -6.632
H71 -6.590 -10.394 -5.095
H72 -2.965 -6.762 -5.315
H73 -2.856 -7.660 -3.779
H74 -3.224 -5.927 -3.769

Output
HOMO = -0.2961 Eh
Molar mass = 1004.90 g mol⁻¹
HOMO-LUMO gap = 0.306 Eh
Calculated total energy = -4167.32643 Eh
Multiplicity = 1


DFT (ωB97M-V/def2-TZVPD) results for a cluster of 2 separate species, C18H38BBr2N3O3 in total.

CARTESIAN COORDINATES (ANGSTROEM)
C1 0.051 3.500 1.551
O1 0.409 2.881 2.763
C2 1.831 2.775 2.887
C3 2.445 1.942 1.758
C4 3.783 1.340 2.205
C5 4.438 0.560 1.038
C6 3.752 -0.805 0.872
C7 4.426 -1.670 -0.231
C8 3.501 -1.916 -1.456
C9 2.746 -0.680 -2.001
C10 1.225 -0.726 -1.712
C11 0.348 -0.335 -2.904
C12 -1.016 0.288 -2.537
C13 -1.858 -0.543 -1.558
Br1 -1.708 -2.479 -1.923
O2 -1.433 -0.165 -0.290
C14 -2.039 -0.850 0.787
C15 -3.543 -1.196 0.651
C16 -3.739 -2.718 0.885
C17 -3.887 -2.900 2.377
N1 -5.006 -2.697 2.905
N2 -4.215 -0.730 -0.615
C18 -3.325 -0.157 -1.708
B1 -3.565 1.447 -1.793
N3 -4.558 1.919 -2.753
O3 -2.876 2.314 -1.009
H1 -0.900 3.995 1.711
H2 -0.064 2.769 0.748
H3 0.810 4.220 1.233
H4 2.253 3.782 2.923
H5 2.005 2.223 3.806
H6 1.728 1.150 1.535
H7 2.605 2.532 0.855
H8 3.552 0.636 3.003
H9 4.468 2.124 2.523
H10 5.469 0.338 1.284
H11 4.353 1.153 0.127
H12 2.690 -0.667 0.660
H13 3.824 -1.356 1.805
H14 5.421 -1.316 -0.524
H15 4.603 -2.638 0.219
H16 4.078 -2.336 -2.279
H17 2.789 -2.688 -1.152
H18 2.899 -0.616 -3.079
H19 3.129 0.231 -1.552
H20 0.991 -1.760 -1.469
H21 1.018 -0.128 -0.831
H22 0.171 -1.158 -3.594
H23 0.868 0.430 -3.483
H24 -0.798 1.209 -2.001
H25 -1.574 0.492 -3.451
H26 -1.907 -0.216 1.659
H27 -1.453 -1.747 0.986
H28 -4.065 -0.731 1.477
H29 -2.849 -3.268 0.605
H30 -4.605 -3.110 0.356
H31 -3.034 -3.175 3.000
H32 -4.968 -2.845 3.912
H33 -4.700 -1.538 -1.007
H34 -4.947 -0.058 -0.395
H35 -3.672 -0.543 -2.661
H36 -5.511 1.850 -2.414
H37 -4.358 2.867 -3.055
H38 -3.469 3.063 -0.834
Br2 6.965 -1.568 1.164

Output
HOMO = -0.1836 Eh
Molar mass = 515.14 g mol⁻¹
HOMO-LUMO gap = 0.112 Eh
Calculated total energy = -6271.42807 Eh
Multiplicity = 1


DFT (ωB97M-V/def2-TZVPD) results for the molecule C5H6O2.

CARTESIAN COORDINATES (ANGSTROEM)
O1 0.510 -2.452 -0.518
C1 0.322 -1.275 -0.330
C2 -1.091 -0.660 -0.174
C3 -0.909 0.746 0.435
C4 0.550 1.041 0.203
O2 1.080 2.107 -0.081
C5 1.359 -0.154 -0.104
H1 -1.736 -1.314 0.421
H2 -1.534 -0.607 -1.178
H3 -1.089 0.734 1.515
H4 -1.528 1.529 -0.009
H5 2.193 -0.435 0.540
H6 1.874 0.738 -0.719

Output
HOMO = -0.3577 Eh
Molar mass = 98.10 g mol⁻¹
HOMO-LUMO gap = 0.374 Eh
Calculated total energy = -344.53616 Eh
Multiplicity = 1